Entry 1:
Formula: C10H16
Source: OMol25
Level of theory: ωB97M-V with the def2-TZVPD basis set

As for the HOMO-LUMO gap: 9.97 eV. As for the total energy: -390.60894 a.u. The spin multiplicity is 1. The SMILES is Cc1ccccc1.CCC. The energy above the lowest of the compared OMol25 structures with the same formula, charge and spin comes out at 16.9 kcal/mol.

Last column: Löwdin charge in e.
Atoms and positions in Å:
C  -1.50073  -2.41762  -0.43557  -0.06
C  1.66749  0.03531  -1.93390  -0.11
C  1.94433  -1.07592  -1.11147  -0.08
C  0.38600  0.28421  -2.40490  -0.08
C  0.86239  -1.72013  -0.50786  -0.06
C  -0.64258  -0.54136  -1.94609  -0.07
C  -0.44139  -1.50737  -0.97579  -0.30
H  2.55700  0.64579  -2.05099  0.10
H  2.99817  -1.25342  -0.95676  0.10
H  0.03622  1.11074  -3.00812  0.10
H  0.97774  -2.39712  0.33058  0.11
H  -1.64032  -0.42645  -2.34467  0.11
H  -2.42582  -1.87682  -0.18346  0.08
H  -1.18190  -2.80767  0.52961  0.07
H  -1.82429  -3.17324  -1.14628  0.08
C  -0.08677  1.31902  1.03405  -0.32
C  -0.68987  0.60043  2.23426  -0.13
C  0.35339  2.72737  1.44602  -0.12
H  0.76855  0.80900  0.60039  0.08
H  -0.94050  1.34599  0.35029  0.10
H  -0.84657  -0.47614  2.10561  0.06
H  -0.37628  3.21486  2.09277  0.07
H  1.19024  2.56466  2.13583  0.07
H  0.63287  3.32444  0.58377  0.07
H  -0.07819  0.72093  3.12648  0.07
H  -1.69919  0.97050  2.43621  0.07

Force components x, y, z for each atom (eV/Å):
C -1.1 1.0 0.5
C 0.7 -0.6 0.2
C -1.2 1.1 0.0
C -0.5 -0.3 0.9
C 0.5 -0.1 -0.5
C -0.1 -0.3 -0.2
C 0.9 -0.3 0.1
H -0.4 0.3 -0.9
H -0.1 -0.3 0.7
H 0.7 0.2 -0.2
H 0.3 -0.3 -0.2
H -0.1 0.2 0.0
H 0.2 0.1 -0.2
H 0.1 -0.5 -0.2
H 0.3 -0.3 0.1
C -1.1 0.4 0.5
C 0.0 -0.6 0.3
C 0.1 -0.9 0.6
H -0.2 -0.2 -0.1
H 0.6 0.2 -0.6
H 0.3 0.0 -0.3
H -0.3 0.2 -0.4
H 0.3 0.4 -0.4
H 0.1 0.3 0.1
H 0.0 0.0 0.2
H 0.2 0.3 0.1



Entry 2:
Formula: C10H16
Source: OMol25
Level of theory: ωB97M-V with the def2-TZVPD basis set

As for the HOMO-LUMO gap: 9.89 eV. As for the total energy: -390.60751 a.u. The spin multiplicity is 1. The SMILES is Cc1ccccc1.CCC. The energy above the lowest of the compared OMol25 structures with the same formula, charge and spin comes out at 17.8 kcal/mol.

Last column: Löwdin charge in e.
Atoms and positions in Å:
C  -2.29700  1.29115  -2.21087  -0.33
C  -2.87435  0.53654  -1.00064  -0.12
C  -1.55765  0.40055  -3.20761  -0.14
H  -3.01091  1.89588  -2.77448  0.09
H  -1.55292  1.98648  -1.80881  0.09
H  -2.08658  0.38107  -0.27394  0.06
H  -2.21389  -0.24951  -3.79578  0.07
H  -3.39561  -0.33316  -1.40961  0.07
H  -3.71686  1.07220  -0.55592  0.06
H  -0.89459  0.88980  -3.91579  0.06
H  -0.95677  -0.30907  -2.62039  0.07
C  2.98680  0.93521  0.59058  -0.06
C  1.22808  -2.27654  1.58813  -0.10
C  0.22303  -1.76175  2.40603  -0.10
C  2.16016  -1.42501  1.01405  -0.06
C  2.18902  -0.07871  1.37936  -0.28
C  0.32179  -0.44570  2.83742  -0.10
C  1.30763  0.39116  2.36519  -0.06
H  1.25836  -3.31970  1.31497  0.10
H  -0.53234  -2.52064  2.55927  0.10
H  2.77036  -1.77818  0.19254  0.11
H  -0.49064  -0.13299  3.48546  0.10
H  2.43974  1.79134  0.21280  0.08
H  3.43539  0.41119  -0.26169  0.07
H  1.39216  1.40274  2.73081  0.11
H  3.86759  1.24565  1.15892  0.08

Force components x, y, z for each atom (eV/Å):
C 0.7 0.6 -0.2
C -1.1 0.5 -1.4
C 0.1 -1.2 0.6
H -0.3 0.0 0.3
H -0.1 0.2 -0.1
H -0.1 -0.6 0.1
H -0.2 0.2 0.1
H 0.6 -0.6 0.5
H 0.4 0.4 0.3
H 0.0 0.4 0.1
H 0.2 0.1 -0.2
C 1.3 -1.2 0.0
C 0.1 0.5 -0.2
C 1.3 -1.2 -0.9
C -0.2 0.6 0.1
C -0.6 0.7 -0.4
C -1.4 -0.7 0.3
C 0.4 -0.6 -0.2
H -0.3 -0.1 -0.1
H -0.5 0.7 0.9
H 0.3 0.0 0.1
H 0.3 0.5 0.1
H -0.2 0.0 0.2
H -0.2 0.2 -0.1
H -0.1 0.2 -0.1
H -0.2 0.4 0.1



Entry 3:
Formula: C10H16
Source: OMol25
Level of theory: ωB97M-V with the def2-TZVPD basis set

As for the HOMO-LUMO gap: 10.06 eV. As for the total energy: -390.61133 a.u. The spin multiplicity is 1. The SMILES is Cc1ccccc1.CCC. The energy above the lowest of the compared OMol25 structures with the same formula, charge and spin comes out at 15.4 kcal/mol.

Last column: Löwdin charge in e.
Atoms and positions in Å:
C  2.53199  2.93941  -1.22872  -0.06
C  1.53959  1.47520  0.50218  -0.06
C  2.19161  1.57665  -0.72157  -0.29
C  1.10473  0.26692  1.02809  -0.08
C  2.39808  0.41318  -1.44859  -0.05
C  1.17266  -0.87194  0.20464  -0.10
C  1.86812  -0.78366  -0.97523  -0.10
H  1.44761  2.37478  1.09532  0.11
H  0.72258  0.26955  2.03872  0.10
H  2.61786  3.66627  -0.41486  0.07
H  1.75673  3.40602  -1.85235  0.08
H  2.91796  0.48573  -2.39670  0.11
H  0.62348  -1.74876  0.52893  0.09
H  2.01178  -1.66606  -1.58536  0.10
H  3.41264  3.00994  -1.87293  0.08
C  -2.82403  -0.76467  0.59141  -0.31
C  -2.71768  -1.77493  -0.52975  -0.13
C  -2.26898  -1.30862  1.94019  -0.09
H  -2.22856  0.10233  0.38851  0.08
H  -3.81935  -0.43006  0.61922  0.08
H  -2.91215  -1.44681  -1.55263  0.07
H  -2.49358  -2.36257  2.03734  0.06
H  -1.20005  -1.15302  1.87612  0.03
H  -2.86446  -0.77712  2.68293  0.07
H  -1.70432  -2.21265  -0.60962  0.06
H  -3.28429  -2.68512  -0.34532  0.07

Force components x, y, z for each atom (eV/Å):
C 0.0 1.1 -0.5
C 0.4 -0.1 0.6
C -0.5 0.0 -0.2
C 0.1 0.2 -1.0
C -0.2 0.4 0.3
C -0.4 0.7 1.3
C 0.3 -0.4 -1.0
H -0.1 0.1 0.1
H -0.3 -0.3 -0.1
H 0.3 -0.2 0.0
H -0.3 -0.5 0.0
H 0.0 -0.3 0.0
H 0.5 -0.3 -0.2
H -0.2 -0.1 0.0
H 0.2 -0.3 0.3
C 1.3 -1.1 -0.1
C 1.3 -1.1 -0.5
C -1.6 0.4 -1.4
H 0.3 0.6 -0.5
H -1.5 0.4 0.5
H -0.4 0.4 0.2
H 0.0 -0.3 0.1
H 0.1 0.1 0.8
H 0.9 0.0 0.6
H 0.0 0.5 0.2
H -0.6 0.1 0.1



Entry 4:
Formula: C10H16
Source: OMol25
Level of theory: ωB97M-V with the def2-TZVPD basis set

As for the HOMO-LUMO gap: 10.05 eV. As for the total energy: -390.60598 a.u. The spin multiplicity is 1. The SMILES is CCc1ccccc1.CC. The energy above the lowest of the compared OMol25 structures with the same formula, charge and spin comes out at 18.8 kcal/mol.

Last column: Löwdin charge in e.
Atoms and positions in Å:
C  -1.20522  -0.21818  -1.15134  -0.18
C  -0.95610  0.62050  -2.42051  -0.09
C  -0.56540  0.55179  -0.00346  -0.25
C  -1.26662  1.64597  0.51878  -0.05
C  0.73862  0.34767  0.40685  -0.05
C  -0.69324  2.46014  1.47207  -0.09
C  1.31353  1.17727  1.37026  -0.09
C  0.59300  2.19819  1.95132  -0.10
H  -2.26185  -0.38416  -0.95273  0.11
H  -0.67257  -1.16638  -1.19028  0.06
H  -1.88312  0.91421  -2.92721  0.07
H  -2.30433  1.74225  0.22856  0.11
H  1.40677  -0.36930  -0.02635  0.10
H  -1.18993  3.31247  1.90521  0.10
H  2.34677  0.99924  1.64578  0.10
H  0.97897  2.84303  2.72828  0.10
H  -0.61760  0.01300  -3.25517  0.06
H  -0.25581  1.43253  -2.27158  0.08
C  1.44087  -3.34128  0.04511  -0.17
C  0.40626  -3.56932  -1.06229  -0.16
H  1.19444  -2.75606  0.93419  0.06
H  1.76172  -4.29937  0.45736  0.06
H  2.32007  -2.81772  -0.32568  0.06
H  0.25014  -4.64409  -1.11703  0.06
H  0.66333  -3.22438  -2.05781  0.07
H  -0.56590  -3.19834  -0.74140  0.05

Force components x, y, z for each atom (eV/Å):
C 1.2 0.6 0.6
C -0.9 -1.0 -1.2
C -0.6 0.3 -0.3
C 0.0 -0.6 0.3
C 0.3 0.7 0.3
C 0.4 0.0 0.5
C 0.2 -0.3 0.2
C -0.5 0.3 -0.5
H 0.0 -0.1 -0.1
H -0.3 -0.1 -0.3
H -0.1 0.8 0.8
H 0.0 0.4 -0.1
H -0.2 -0.6 -0.3
H -0.5 0.0 -0.1
H 0.0 0.0 0.1
H 0.3 -0.1 0.0
H 0.8 -0.4 0.1
H -0.2 0.2 0.0
C 0.9 0.1 0.2
C -0.6 -0.6 1.1
H -0.8 0.1 -0.3
H 0.2 0.0 -0.2
H 0.2 -0.2 -0.2
H 0.0 -0.1 -0.3
H 0.1 0.3 0.1
H 0.0 0.3 -0.3



Entry 5:
Formula: C10H16
Source: OMol25
Level of theory: ωB97M-V with the def2-TZVPD basis set

As for the HOMO-LUMO gap: 9.99 eV. As for the total energy: -390.60667 a.u. The spin multiplicity is 1. The SMILES is Cc1ccccc1.CCC. The energy above the lowest of the compared OMol25 structures with the same formula, charge and spin comes out at 18.3 kcal/mol.

Last column: Löwdin charge in e.
Atoms and positions in Å:
C  -0.74137  1.36670  -1.69529  -0.06
C  1.71335  0.93066  -1.01502  -0.04
C  0.42876  0.48206  -1.34908  -0.28
C  2.73127  -0.00553  -0.81794  -0.09
C  2.46506  -1.33953  -1.02430  -0.11
C  0.19972  -0.89712  -1.46142  -0.07
C  1.21414  -1.82041  -1.35119  -0.09
H  1.76015  1.98917  -0.78827  0.11
H  3.67462  0.35802  -0.44049  0.10
H  -1.62370  0.88883  -1.27357  0.06
H  -0.86296  1.51228  -2.76932  0.08
H  3.25458  -2.08281  -0.92822  0.10
H  -0.79667  -1.22705  -1.74469  0.11
H  0.94398  -2.86583  -1.41513  0.10
H  -0.66899  2.39297  -1.31775  0.08
C  -1.83126  -0.06881  2.90173  -0.30
C  -1.78226  1.45806  2.76179  -0.14
C  -2.56733  -0.70394  1.72119  -0.13
H  -0.84595  -0.49034  3.07035  0.10
H  -2.55384  -0.10691  3.72442  0.10
H  -1.29704  1.85526  3.65415  0.07
H  -2.49141  -0.22139  0.73226  0.05
H  -2.41884  -1.76508  1.54201  0.06
H  -2.81567  1.82730  2.75530  0.07
H  -1.37080  1.87714  1.83970  0.06
H  -3.62323  -0.47819  1.89876  0.07

Force components x, y, z for each atom (eV/Å):
C 0.2 0.5 0.4
C -1.3 -0.4 0.3
C 0.2 -0.5 -0.5
C -0.6 1.0 0.1
C 1.2 -1.3 0.0
C -0.4 0.5 -0.6
C -0.7 0.6 0.4
H 0.7 0.0 -0.2
H 0.3 -0.2 -0.2
H -0.3 0.3 -0.2
H 0.0 -0.4 -0.1
H 0.1 0.3 0.2
H 0.0 0.0 0.2
H 0.5 -0.1 -0.1
H 0.1 -0.2 0.3
C -0.8 1.0 -1.0
C -0.4 0.2 -0.1
C -0.9 0.6 -0.7
H -0.1 -0.1 0.3
H 0.8 -1.0 0.5
H 0.1 0.3 -0.2
H 0.9 0.1 0.3
H 0.0 -0.1 0.4
H 0.1 0.0 0.2
H 0.5 -0.3 0.1
H -0.2 -0.6 0.1



Entry 6:
Formula: C10H16
Source: OMol25
Level of theory: ωB97M-V with the def2-TZVPD basis set

As for the HOMO-LUMO gap: 10.04 eV. As for the total energy: -390.60950 a.u. The spin multiplicity is 1. The SMILES is Cc1ccccc1.CCC. The energy above the lowest of the compared OMol25 structures with the same formula, charge and spin comes out at 16.6 kcal/mol.

Last column: Löwdin charge in e.
Atoms and positions in Å:
C  1.81075  0.45452  2.65103  -0.33
C  1.09984  0.95259  1.40897  -0.13
C  1.67473  -1.03990  2.83782  -0.12
H  2.86288  0.73059  2.48348  0.10
H  1.59327  1.10217  3.50797  0.10
H  1.31713  1.97541  1.07908  0.08
H  0.68128  -1.29247  3.22775  0.07
H  1.84109  -1.55317  1.89075  0.07
H  2.35048  -1.41871  3.61127  0.07
H  1.20742  0.25404  0.58193  0.05
H  0.00586  1.05012  1.51617  0.07
C  -1.74439  -1.71234  0.33175  -0.04
C  -1.15228  -0.71090  -0.62476  -0.30
C  -0.03977  -0.98788  -1.40980  -0.07
C  -1.66800  0.58134  -0.74910  -0.08
C  0.36733  -0.09310  -2.41220  -0.09
C  -1.04387  1.57822  -1.47155  -0.09
C  -0.00312  1.23419  -2.34126  -0.09
H  -2.81864  -1.73700  0.11981  0.08
H  -1.53672  -1.45724  1.36561  0.07
H  0.60964  -1.83630  -1.23503  0.11
H  -2.63767  0.78484  -0.30829  0.11
H  1.12676  -0.45922  -3.08824  0.10
H  -1.47987  2.57031  -1.45404  0.10
H  0.42090  2.00993  -2.97036  0.10
H  -1.39734  -2.71032  0.08323  0.07

Force components x, y, z for each atom (eV/Å):
C 1.2 1.3 -0.6
C -1.6 0.5 -0.2
C -0.4 0.1 1.0
H 0.1 -0.5 0.0
H -0.5 -0.5 0.2
H 0.7 -0.3 0.1
H -0.1 0.0 -0.4
H 0.0 -0.1 0.1
H 0.2 0.0 -0.3
H 0.3 0.1 -0.2
H 0.2 -0.5 0.4
C -0.3 0.1 -1.0
C 0.7 0.3 -0.2
C -0.1 0.3 -0.4
C -0.7 -0.2 0.2
C 1.0 -0.2 1.0
C -0.2 -0.4 -0.4
C -0.7 0.3 -0.1
H 0.0 0.1 0.5
H -0.1 -0.1 0.2
H -0.5 -0.5 -0.2
H 0.1 0.2 0.4
H 0.2 0.3 -0.1
H 0.2 0.0 -0.1
H 0.1 -0.3 -0.1
H 0.3 -0.1 0.3